[1]
Computed, not measured: a structure of composition C33H30N5O3OsSb, with ωB97M-V/def2-TZVPD.

The energy above the lowest of the compared OMol25 structures with the same formula, charge and spin comes out at 0.0 kcal per mole. As for the gap between HOMO and LUMO (spin up / spin down): 7.56 / 5.62 eV. Its spin multiplicity is 5. The total energy is -57289.1372 eV. The charge is +2. As for the molecular weight: 856.6 g mol⁻¹.

Each line ends with the Löwdin charge.
Cartesian coordinates (Å):
Os -0.52 -0.33 0.31  1.813
C -1.21 -3.73 3.08  -0.033
O -2.52 -3.26 3.41  -0.040
C -2.76 -1.94 3.52  -0.206
C -3.66 -1.56 4.52  0.068
C -4.05 -0.24 4.72  -0.023
C -3.54 0.74 3.89  0.002
C -2.65 0.40 2.86  -0.142
C -2.27 1.44 1.97  -0.009
N -1.54 1.31 0.89  -0.162
N -1.36 2.48 0.15  0.119
C -0.59 2.23 -0.85  -0.369
O -0.09 1.00 -1.02  -0.241
C -0.20 3.25 -1.82  -0.153
C 0.67 2.92 -2.86  -0.015
C 1.05 3.89 -3.77  -0.051
C 0.56 5.18 -3.65  -0.045
C -0.31 5.51 -2.62  -0.047
C -0.69 4.55 -1.70  -0.009
C -2.25 -0.95 2.68  -0.232
O -1.42 -1.30 1.68  -0.265
H -1.20 -4.78 3.35  0.108
H -0.46 -3.20 3.69  0.098
H -0.98 -3.61 2.03  0.078
H -4.05 -2.35 5.15  0.144
H -4.74 0.00 5.51  0.126
H -3.83 1.77 4.02  0.130
H -2.65 2.44 2.14  0.155
H 1.05 1.91 -2.94  0.096
H 1.73 3.63 -4.58  0.112
H 0.86 5.93 -4.37  0.117
H -0.69 6.52 -2.54  0.117
H -1.37 4.80 -0.89  0.117
C 1.45 -0.82 2.77  -0.016
C 1.52 -1.95 1.80  -0.316
C 2.23 -3.09 2.14  0.001
C 2.40 -4.11 1.22  0.000
C 1.91 -3.93 -0.06  -0.097
C 1.22 -2.77 -0.39  -0.426
N 0.98 -1.84 0.56  -0.107
Sb 1.02 -2.40 -2.50  1.588
C -1.01 -1.64 -2.51  -0.435
C -1.61 -1.76 -3.76  -0.115
C -2.96 -1.50 -3.91  -0.008
C -3.69 -1.17 -2.79  0.009
C -3.07 -1.07 -1.55  -0.286
C -3.88 -0.72 -0.34  -0.006
N -1.74 -1.27 -1.43  -0.042
C 2.26 -0.65 -2.39  -0.466
C 2.95 -0.29 -3.54  -0.114
C 3.82 0.80 -3.46  -0.042
C 3.94 1.47 -2.27  -0.007
C 3.20 1.04 -1.16  -0.325
C 3.30 1.75 0.16  -0.013
N 2.39 -0.02 -1.23  0.043
H 1.33 -1.19 3.79  0.101
H 0.65 -0.10 2.58  0.045
H 2.40 -0.27 2.73  0.102
H 2.66 -3.16 3.13  0.137
H 2.94 -5.01 1.49  0.132
H 2.09 -4.68 -0.83  0.100
H -1.02 -2.09 -4.61  0.095
H -3.44 -1.58 -4.88  0.130
H -4.76 -1.00 -2.85  0.131
H -4.93 -0.94 -0.53  0.100
H -3.81 0.35 -0.12  0.087
H -3.56 -1.29 0.52  0.072
H 2.84 -0.84 -4.46  0.097
H 4.38 1.11 -4.33  0.123
H 4.59 2.33 -2.17  0.129
H 3.28 2.83 0.03  0.092
H 4.24 1.50 0.67  0.094
H 2.48 1.45 0.81  0.054



[2]
Computed, not measured: a structure of composition C39H46CuN6O2Te, with ωB97M-V/def2-TZVPD.

The energy above the lowest of the compared OMol25 structures with the same formula, charge and spin comes out at 4.7 kcal per mole. As for the gap between HOMO and LUMO (spin up / spin down): 7.18 / 7.10 eV. Its spin multiplicity is 2. The total energy is -106155.8107 eV. The charge is 0. As for the molecular weight: 822.0 g mol⁻¹.

Each line ends with the Löwdin charge.
Cartesian coordinates (Å):
Cu 0.31 0.11 -0.34  0.469
N 6.60 -0.11 -0.56  0.119
C 5.23 -0.07 -0.48  -0.316
C 4.58 0.11 0.74  -0.003
C 3.21 0.11 0.79  -0.110
N 2.43 -0.08 -0.29  0.016
C 3.06 -0.24 -1.46  -0.119
C 4.43 -0.24 -1.61  -0.006
H 7.13 0.23 0.22  0.097
H 7.04 -0.03 -1.46  0.097
H 5.14 0.28 1.65  0.107
H 2.70 0.29 1.73  0.104
H 2.41 -0.33 -2.32  0.109
H 4.86 -0.36 -2.59  0.111
C -2.14 4.65 8.17  -0.056
C -1.76 4.24 6.77  -0.275
C -0.88 5.00 6.02  -0.025
C -0.52 4.65 4.72  -0.299
C 0.47 5.54 4.01  -0.079
C -1.05 3.48 4.14  -0.403
Te -0.51 2.93 2.11  1.467
N 0.50 2.04 -0.14  -0.082
C 0.52 2.23 -1.41  -0.624
O 0.50 1.22 -2.25  -0.145
C 0.60 3.60 -2.05  -0.162
C 0.10 4.72 -1.40  -0.064
C 0.17 5.97 -2.01  -0.087
C 0.76 6.10 -3.26  -0.103
C 1.27 4.98 -3.90  -0.089
C 1.18 3.73 -3.30  -0.029
C 1.48 2.57 2.79  -0.447
C 1.61 1.67 3.85  -0.145
C 2.84 1.36 4.40  -0.097
C 3.98 1.97 3.89  -0.107
C 3.86 2.87 2.84  -0.073
C 2.62 3.18 2.27  -0.319
C 2.58 4.16 1.14  -0.063
C -1.94 2.71 4.90  -0.314
C -2.57 1.43 4.40  -0.092
C -2.28 3.10 6.19  -0.033
H -1.67 5.59 8.45  0.070
H -1.83 3.89 8.90  0.078
H -3.22 4.77 8.27  0.078
H -0.46 5.91 6.45  0.110
H 0.49 6.53 4.46  0.074
H 0.24 5.64 2.95  0.038
H 1.48 5.12 4.07  0.081
H -0.34 4.61 -0.42  0.056
H -0.23 6.84 -1.49  0.099
H 0.81 7.08 -3.73  0.095
H 1.73 5.08 -4.88  0.096
H 1.55 2.85 -3.80  0.108
H 0.71 1.22 4.27  0.092
H 2.91 0.67 5.23  0.100
H 4.96 1.76 4.31  0.099
H 4.74 3.35 2.44  0.109
H 3.49 4.77 1.13  0.079
H 1.71 4.82 1.21  0.046
H 2.50 3.64 0.18  0.068
H -2.29 1.18 3.38  0.003
H -3.66 1.50 4.44  0.079
H -2.29 0.59 5.04  0.079
H -2.97 2.48 6.76  0.119
C -1.50 -2.25 0.34  -0.144
C -1.68 -3.74 0.70  -0.148
N -0.41 -4.45 0.62  -0.161
C 0.14 -4.30 -0.73  -0.149
C 0.37 -2.81 -1.06  -0.133
N -0.07 -1.96 0.07  -0.203
C 0.72 -2.35 1.27  -0.134
C 0.52 -3.85 1.58  -0.149
H -1.82 -1.58 1.14  0.118
H -2.06 -1.96 -0.54  0.103
H -2.39 -4.22 0.02  0.116
H -2.07 -3.86 1.71  0.117
H -0.56 -4.75 -1.43  0.116
H 1.07 -4.87 -0.79  0.116
H -0.18 -2.49 -1.94  0.118
H 1.43 -2.59 -1.24  0.108
H 0.39 -1.71 2.10  0.126
H 1.76 -2.12 1.07  0.098
H 0.12 -4.00 2.58  0.116
H 1.47 -4.39 1.52  0.117
O -1.89 0.44 -0.39  -0.168
N -2.28 1.14 -1.42  -0.186
C -2.67 2.41 -1.21  -0.013
C -3.06 3.20 -2.28  -0.033
C -3.06 2.68 -3.55  -0.056
C -2.64 1.37 -3.74  -0.033
C -2.25 0.62 -2.66  -0.018
H -2.61 2.73 -0.18  0.102
H -3.34 4.23 -2.08  0.116
H -3.36 3.29 -4.40  0.110
H -2.60 0.92 -4.72  0.113
H -1.87 -0.39 -2.71  0.131